No. 1
2 unconnected molecules or ions with the total composition C6H10N3 at a distorted geometry. Source: the Open Molecules 2025 dataset; level of theory: wB97M-V/def2-TZVPD.

Computed properties:
ΔE to the lowest compared entry with this formula, charge and spin (eV): 5.342
Net charge: +1
E_HOMO (alpha / beta) (Ha): -0.432 / -0.431
LUMO energy (alpha / beta) (eV): -4.92 / -4.92
Gap between HOMO and LUMO (alpha / beta) (eV): 6.8 / 6.8
M (g/mol): 124.2
Energy (eV): -10842.9212

Geometry as XYZ:
```
19
Properties=species:S:1:pos:R:3:mulliken_charge:R:1
N 2.84083 -1.16437 0.14654 -0.52
H 2.81261 1.76477 -0.87617 0.26
H 1.12833 -1.48321 1.46984 0.29
N 2.46072 0.85376 -0.52044 -0.10
H -2.25500 1.01745 -1.37665 0.24
C 1.68063 -0.78230 0.70597 -0.12
H -1.34331 -1.68314 -0.34281 0.19
C 0.27992 1.25154 0.78006 -0.88
C 1.37108 0.51137 0.35486 0.75
H -2.56829 -0.29460 1.56189 0.31
H -0.39586 0.78462 1.50063 0.30
C -1.85480 0.38631 -0.56092 -0.46
H -3.73000 -0.02685 0.29748 0.28
H -2.88416 -1.52559 -1.37408 0.26
H 0.10510 2.28757 0.41950 0.31
N -2.77157 -0.27313 0.45917 -0.26
C -2.14795 -1.06979 -0.63455 -0.14
H 4.03589 -0.35943 -1.35301 0.40
C 3.23584 -0.19498 -0.65731 -0.12
```



No. 2
18 unconnected molecules or ions with the total composition C30H56BCl35O3PS at a distorted geometry. Source: the Open Molecules 2025 dataset; level of theory: wB97M-V/def2-TZVPD.

Computed properties:
Net charge: -1
E_HOMO (Ha): -0.167
LUMO energy (eV): 1.59
Gap between HOMO and LUMO (eV): 6.1
M (g/mol): 1779.5
Energy (eV): -497242.5114

Geometry as XYZ:
```
127
Properties=species:S:1:pos:R:3:mulliken_charge:R:1
H -1.65094 -3.59686 3.88700 0.47
H -1.06120 3.49538 -6.54466 0.31
C -5.55190 -3.48504 5.38568 -0.42
H 1.09233 -4.99616 4.63893 0.36
H -0.74876 6.19827 2.12392 -0.06
H 8.66001 8.55117 -0.00513 -0.23
H -2.42079 -9.60645 -1.50252 0.31
B 0.06341 -1.31082 -1.82457 0.93
Cl 2.93058 3.78247 -13.86918 -0.16
Cl -0.12030 -9.13403 -1.73957 -0.19
H 4.30119 -1.76597 10.21045 0.27
H 0.49808 5.21876 -0.59760 -0.31
C 0.64321 1.67134 -8.34345 -0.13
C -1.49149 3.14829 -5.60858 -0.21
C -2.10377 -4.16239 3.02820 -0.95
C 9.18933 9.45873 0.27761 0.31
Cl 10.88363 9.30787 -0.20529 -0.16
Cl -1.09291 5.75833 5.16657 -0.16
Cl 1.88726 -6.74394 -6.06558 -0.18
H 8.75246 10.31529 -0.23095 0.27
C 1.57068 2.73415 -13.44953 0.11
Cl 2.07243 1.85619 6.53864 -0.14
H 2.13377 -1.54373 -0.91511 0.09
Cl -2.68929 1.89497 -5.96160 -0.13
P -1.66984 -1.04387 -1.04779 0.22
H -2.28569 -2.30732 1.73775 0.21
C -3.88039 2.84329 0.31289 -1.02
H -1.28124 -1.80608 0.10338 -0.34
H -4.82393 -3.16842 -5.41807 0.33
H -6.51277 -3.75875 4.95436 0.29
Cl 7.74247 6.67504 -1.28331 -0.20
H -0.77559 -4.82601 8.48217 -0.17
H -4.87807 2.35053 0.06676 0.32
H -2.44938 5.77948 1.80133 0.17
C -2.96080 -6.41514 1.89409 -0.81
C -2.38146 -5.67586 3.07305 -0.02
H -3.49603 -0.23613 -2.57348 0.01
C -3.10315 3.33384 -1.01506 0.16
H -4.45662 -1.81121 -6.51068 0.33
C 1.30017 4.48438 -0.56256 0.25
Cl -2.14287 -7.60625 -0.27623 -0.10
C 0.56469 5.20007 5.42756 -0.23
Cl -4.27822 -3.78099 4.19144 0.07
H -3.22686 2.13005 0.91665 0.13
Cl 0.76116 2.03330 -10.07076 -0.14
Cl -4.44756 -1.15839 -4.24555 0.01
Cl 9.03871 9.69038 2.02355 -0.16
H 1.91127 1.70117 -13.43946 0.29
Cl -2.22345 4.52341 -4.77065 -0.17
H -2.14228 -6.21731 4.02929 0.18
H 1.49784 -4.70492 6.34878 0.37
H -0.71240 2.72391 -4.97826 0.19
Cl 3.44985 0.53700 1.21607 -0.11
H 5.40662 6.58436 -1.60004 0.23
Cl 0.25502 2.89305 -14.61930 -0.16
C -0.82143 -4.27353 9.41800 0.20
Cl -2.50374 -2.81836 -5.65556 -0.13
H 4.94733 -0.13350 9.91524 0.30
C -1.83449 -8.69934 -1.63687 -0.35
Cl -1.35821 6.60689 -0.11734 -0.19
H -0.38294 1.39299 -8.10990 0.13
C -2.36737 -0.00429 -2.51598 -0.81
O -2.09942 1.39430 -2.28193 0.06
S -0.79938 0.70581 0.00084 0.00
C -2.38584 -2.71060 -1.76431 0.23
Cl 0.67504 -2.76870 5.28680 -0.13
H 1.38518 -0.33523 -3.00131 0.24
C 0.77408 -4.51160 5.55978 -0.37
H -2.02140 3.48594 -0.72835 -0.20
H 0.85816 -7.56519 -4.10882 0.12
Cl 2.83765 5.31810 -0.27897 -0.18
H 3.73837 2.65457 2.20809 0.11
Cl 5.85549 4.68908 -0.27528 -0.08
H 0.58716 0.66113 -0.18561 -0.09
C -3.28524 -5.64179 0.61789 -0.93
H -2.84449 -2.42652 -2.76540 -0.53
C 1.61019 -6.80810 -4.31921 -0.20
C -2.46330 -3.42994 1.76146 0.04
H -3.61005 4.29658 -1.33805 0.33
C -3.28868 2.18411 -2.13969 -0.40
O -4.61349 -3.41686 -1.12809 -0.64
C 6.20444 5.84528 -1.56307 -0.30
H -3.13999 -7.51966 1.95268 0.49
C 4.17476 2.14231 1.35264 0.12
C -3.03754 -4.13660 0.54826 0.99
C 2.55069 0.27324 5.90846 0.02
H -3.50625 2.72678 -3.11897 0.12
H 0.86128 -2.28800 0.14590 0.16
H 1.15470 6.02222 5.82674 0.31
H 1.20246 3.01096 -12.46382 -0.08
Cl -1.09451 -5.41075 10.74484 -0.18
C 4.34584 -0.94073 9.50318 -0.28
H 0.55182 4.37557 6.13736 0.13
H -2.12741 -8.20397 -2.56064 0.26
Cl 2.87902 0.34213 4.17308 -0.06
H 6.25846 5.31321 -2.51017 0.32
Cl 5.92887 2.04427 1.57523 -0.21
Cl -2.17101 8.07358 2.27257 -0.19
H -3.74065 -6.15764 -0.26415 0.51
Cl 1.29951 4.64587 3.92020 -0.06
C 1.16307 -2.15968 -0.93382 -0.59
H 1.43070 -3.14858 -1.41976 0.13
Cl 2.70674 -0.34403 9.21499 -0.12
Cl 1.09466 3.07110 -7.36280 -0.16
H -1.96134 -0.28839 -3.53891 0.50
Cl 5.09800 -1.50956 8.00750 -0.16
C -1.66275 6.50965 1.62215 0.26
H -1.47542 -3.35760 -1.98559 0.38
Cl 1.04542 -5.25112 -3.70427 -0.04
Cl 0.69489 -3.38850 9.63313 -0.11
H -4.21526 1.61369 -1.83849 0.28
H -1.64398 -3.56229 9.38751 0.28
O 0.55229 -0.82961 -3.08693 -0.77
Cl -5.28989 -4.44017 6.85461 -0.19
H 2.54272 -7.06723 -3.82288 0.29
Cl 0.96054 3.32949 0.72731 0.02
H 3.44898 -0.05312 6.42487 0.02
H 1.31188 0.84629 -8.10911 0.33
C -4.19196 -2.29642 -5.57348 -0.43
H 1.35601 3.95154 -1.50996 0.27
Cl -0.79292 -5.17487 6.04354 -0.23
C -3.40563 -3.42168 -0.80500 -0.14
H -4.12844 3.70774 1.01189 0.32
H -5.55337 -2.42909 5.64827 0.29
H 3.96647 2.70081 0.44289 0.09
Cl -3.52613 -0.58982 0.02602 -0.38
H 1.74482 -0.43502 6.08693 0.15
```



No. 3
A molecular structure, C4H6S at a distorted geometry. Source: the Open Molecules 2025 dataset; level of theory: wB97M-V/def2-TZVPD.

Computed properties:
ΔE to the lowest compared entry with this formula, charge and spin (eV): 3.537
Net charge: 0
E_HOMO (Ha): -0.317
LUMO energy (eV): -0.17
Gap between HOMO and LUMO (eV): 8.5
M (g/mol): 86.2
Energy (eV): -15076.2556

Geometry as XYZ:
```
11
Properties=species:S:1:pos:R:3:mulliken_charge:R:1
H -0.59107 2.06954 -0.93861 0.28
C -1.35695 0.18457 0.34269 -0.51
H 0.08021 1.54828 0.91839 0.19
C 0.92755 0.08356 -0.34452 -0.20
H 0.13904 -1.65390 0.23693 0.36
H 1.83361 0.65448 -0.70531 0.28
C -0.20555 0.96349 -0.19807 0.00
H -1.05665 -0.45879 1.36063 0.30
C 0.93854 -1.27461 -0.19587 -0.75
H 1.96744 -1.70059 -0.15834 0.24
S -2.67617 -0.41603 -0.31792 -0.19
```



No. 4
A molecular structure, C27H40Cl3N2P2PdSSi at a distorted geometry. Source: the Open Molecules 2025 dataset; level of theory: wB97M-V/def2-TZVPD.

Computed properties:
ΔE to the lowest compared entry with this formula, charge and spin (eV): 1.172
Net charge: +1
E_HOMO (alpha / beta) (Ha): -0.383 / -0.372
LUMO energy (alpha / beta) (eV): -5.41 / -5.68
Gap between HOMO and LUMO (alpha / beta) (eV): 5.0 / 4.4
M (g/mol): 727.5
Energy (eV): -109965.7755

Geometry as XYZ:
```
77
Properties=species:S:1:pos:R:3:mulliken_charge:R:1
P 0.66930 -2.34802 0.42804 1.64
C 0.21465 1.13746 -4.97497 -1.02
C 2.49006 -2.60101 0.32038 0.48
H 0.86084 -0.82178 -4.35966 0.64
H 2.72250 -2.69408 -1.83293 0.27
H -3.23965 2.56458 1.51720 0.27
H -1.44984 3.98528 -5.57395 0.39
H 3.99928 -4.11577 0.48351 0.48
H 0.19032 -5.15037 -0.42463 0.34
H 0.34472 -3.19972 4.02324 0.50
C -2.44994 3.17332 1.08260 -1.35
C 0.26242 0.04794 -4.10867 -0.11
Si 1.60938 1.44383 -0.19129 0.79
C -0.46908 2.30485 -4.64422 0.19
C -1.10434 1.28190 -2.54101 -0.43
H -1.63814 3.27281 -3.13824 0.49
H -1.53030 2.98005 1.62765 0.11
Cl 1.05762 3.38689 0.11153 -0.20
H -1.65796 -6.84708 -2.67438 0.34
C -0.73580 -2.80816 -3.33346 -0.61
C -4.03581 0.08240 -2.18064 -1.44
H 0.74909 1.08618 -5.91637 0.42
H -3.57193 0.31908 1.27805 0.29
C -4.14703 0.23835 0.35732 -1.73
C -2.29232 2.93178 -0.42740 1.03
H 4.10623 -1.99551 -0.98357 0.54
H -3.40413 -0.11482 -3.04882 0.28
H -4.44914 3.03148 -0.71643 0.31
H -1.43615 3.51180 -0.77281 0.54
H -0.15562 -7.08637 -1.78265 0.36
C -3.24696 0.06164 -0.87427 1.35
H -3.55749 3.07209 -2.23956 0.36
H -4.80095 -0.69525 -2.13603 0.48
H -1.18238 -4.59069 -4.41923 0.44
C -1.12367 2.36068 -3.40883 -0.58
Cl 3.39176 1.48288 -1.20800 -0.24
H -3.57211 4.48087 -1.18260 0.47
C -0.60868 -6.55055 -2.61510 -1.71
C 0.74767 -2.70154 3.14082 -1.39
H -1.06341 -2.16302 -4.14370 0.55
H 2.64731 -1.04437 -1.21643 -0.22
H -1.79733 -2.18748 2.07518 0.08
H 2.55812 -4.50463 1.41398 0.36
H 0.37645 -4.31360 1.74457 0.57
C 3.01526 -2.04364 -1.00390 -1.23
C -0.82299 -4.18373 -3.48032 -1.10
C -1.45333 -3.21645 1.97038 -1.48
H -0.12715 -6.87838 -3.53656 0.39
S -0.79792 1.64323 4.21558 -0.30
H -0.22398 3.21183 -6.58492 0.41
C 2.90930 -4.05908 0.48175 -1.58
H -4.79306 -0.63701 0.44469 0.49
H -2.76984 -0.91587 -0.79276 -0.19
H 0.54061 -1.63478 3.23816 0.15
H -2.71689 4.22080 1.23811 0.50
H 2.89327 -2.01852 1.15313 0.66
C -0.92258 0.76338 2.90173 -0.05
N -1.05953 0.09109 1.93250 -0.28
C 0.07759 -3.27511 1.88479 0.47
H -1.78858 -3.77579 2.84529 0.53
C -0.48803 -5.05594 -2.44498 0.26
P -1.80502 1.22079 -0.85824 2.30
C -0.47447 3.49754 -5.56503 -1.59
H -4.79361 1.11149 0.26015 0.31
H -4.54524 1.03543 -2.33209 0.27
Pd -0.22758 -0.17575 0.07620 -0.78
C 0.03439 -3.11525 -1.08086 -0.89
C -0.29915 -2.25033 -2.13203 0.07
C -0.39691 0.11153 -2.89123 -1.00
H 1.82972 -2.84703 3.13979 0.32
Cl 2.28872 0.71681 1.65806 -0.22
C -0.06448 -4.49274 -1.24806 -0.29
C -3.53884 3.39062 -1.19831 -1.73
N -0.30985 -0.87564 -1.88949 1.39
H 2.55187 -4.66413 -0.35326 0.33
H 0.25962 4.23690 -5.23599 0.30
H -1.92498 -3.66110 1.08909 0.28
```



No. 5
2 unconnected molecules or ions with the total composition C4H11N3O2 at a distorted geometry. Source: the Open Molecules 2025 dataset; level of theory: wB97M-V/def2-TZVPD.

Computed properties:
SMILES: [H]/N=C(\N)NC.CC(=O)O
ΔE to the lowest compared entry with this formula, charge and spin (eV): 1.617
Net charge: 0
E_HOMO (Ha): -0.322
LUMO energy (eV): 0.68
Gap between HOMO and LUMO (eV): 9.4
M (g/mol): 133.2
Energy (eV): -12891.2133

Geometry as XYZ:
```
20
Properties=species:S:1:pos:R:3:mulliken_charge:R:1
N -1.69376 3.02512 -0.79045 -0.65
C 0.04140 1.45479 1.44902 -0.78
H 2.04899 -3.80871 -0.39571 0.29
H 2.75994 -2.57551 -1.31962 0.35
H -2.13608 -0.11301 0.02870 0.23
N -2.19714 0.67972 -0.58541 -0.34
C -1.45741 1.83774 -0.45577 0.32
C 1.19415 -2.01607 0.09839 0.86
H -0.42870 -1.51554 -0.83248 0.28
H 3.30139 -2.67992 0.30402 0.32
H 0.50622 2.35148 -0.32239 0.30
H 0.19983 0.35098 1.61076 0.26
C 2.39773 -2.75635 -0.32348 -1.12
H -2.64060 3.21496 -1.13100 0.21
O 0.75027 -1.49712 1.09693 -0.60
H -0.87731 1.66070 1.97663 0.28
N -0.08327 1.58270 -0.04398 -0.27
O 0.44283 -1.88543 -1.05082 -0.46
H 0.97103 1.94458 1.71310 0.37
H -3.09952 0.74488 -1.02642 0.19
```



No. 6
A single C4H11NS molecule at a distorted geometry. Source: the Open Molecules 2025 dataset; level of theory: wB97M-V/def2-TZVPD.

Computed properties:
SMILES: NCCCCS
ΔE to the lowest compared entry with this formula, charge and spin (eV): 1.603
Net charge: 0
E_HOMO (Ha): -0.326
LUMO energy (eV): 0.89
Gap between HOMO and LUMO (eV): 9.8
M (g/mol): 105.2
Energy (eV): -16650.1905

Geometry as XYZ:
```
17
Properties=species:S:1:pos:R:3:mulliken_charge:R:1
H -0.85172 1.11215 0.16176 0.26
H 1.02885 1.46270 0.63501 0.37
H 2.16137 -0.07015 2.20255 0.25
C 0.44401 0.09044 -1.08830 -0.70
C 0.29627 -0.33563 1.44778 -0.44
C -0.94442 -0.69310 -1.34689 -0.54
H 0.53711 -1.23561 0.91454 0.35
H -0.74409 -0.51577 1.86577 0.24
H -0.78564 -1.80174 -1.47764 0.26
H -2.60092 0.69011 -2.54204 0.13
H 1.35381 -0.63908 -0.96846 0.26
H -1.65122 -0.40881 -0.51699 0.38
H 1.09147 0.92517 2.87735 0.26
N 1.22291 -0.03174 2.47810 -0.65
C 0.20854 0.72255 0.30139 -0.64
S -1.42064 0.06760 -2.96558 -0.27
H 0.65430 0.66090 -1.97836 0.48
```



energy of number 4 (C27H40Cl3N2P2PdSSi)? -109965.7755 eV